Formula: BH3S3
Source: the Open Molecules 2025 dataset
Level of theory: ωB97M-V/def2-TZVPD

Structure (ORCA input):
```
! RIJCOSX wB97M-V def2-TZVPD def2/J DEFGRID3
* xyz 0 1
H 1.381 0.980 0.122
B 0.147 -0.555 -1.185
H -1.859 1.796 0.911
H 0.447 -2.798 -1.783
S -0.595 -1.961 -1.869
S 1.711 0.108 -0.833
S -1.650 0.612 1.486
*
```

The molar mass comes out at 110.04 g mol⁻¹. The calculation puts the total energy at -1221.13141 hartree. The calculation puts the LUMO energy (alpha / beta) at -0.860 / -2.040 eV. The HOMO energy (alpha / beta) is -0.335 / -0.285 Ha. As for the frontier orbital gap (alpha / beta): 8.244 / 5.729 eV. The relative energy (zero: lowest compared OMol25 entry of this formula, charge and spin) comes out at 3.6543 eV.

Formula: C8H6N2O2
Source: the Open Molecules 2025 dataset
Level of theory: ωB97M-V/def2-TZVPD

Structure (ORCA input):
```
! RIJCOSX wB97M-V def2-TZVPD def2/J DEFGRID3
* xyz 0 1
C 2.171 1.532 -0.048
N -0.521 -0.871 -0.245
O -0.418 1.324 -0.118
C 3.236 0.658 0.094
H -2.992 -1.737 -0.667
C 2.987 -0.759 0.068
C -3.440 -1.028 0.057
O -3.378 1.365 0.049
C -2.747 0.303 -0.010
C -1.195 0.215 -0.132
H 2.402 2.592 -0.116
H -3.226 -1.440 1.086
H 4.228 1.053 0.275
C 0.805 -0.510 -0.121
N 1.871 -1.346 -0.064
C 0.889 0.852 -0.161
H -4.498 -0.848 -0.071
H 3.825 -1.355 0.124
*
```

The molar mass comes out at 162.15 g mol⁻¹. The calculation puts the total energy at -568.42295 hartree. The calculation puts the LUMO energy at -0.445 eV. The SMILES is CC(=O)c1nc2ncccc2o1. The HOMO energy is -0.355 Ha. As for the frontier orbital gap: 9.225 eV. The relative energy (zero: lowest compared OMol25 entry of this formula, charge and spin) comes out at 1.6152 eV.

Formula: C27H42KN3O5SSe2
Source: the Open Molecules 2025 dataset
Level of theory: ωB97M-V/def2-TZVPD

Structure (ORCA input):
```
! RIJCOSX wB97M-V def2-TZVPD def2/J DEFGRID3
* xyz -2 1
H 1.870 0.121 1.058
C 1.401 1.692 2.230
H -4.048 4.215 -3.389
O 0.383 0.744 -2.902
H -1.463 -4.087 0.270
S 3.003 3.290 -0.686
C 1.692 1.038 -3.294
H 1.596 5.149 -0.309
H 4.025 0.155 -4.443
O 0.810 -3.245 0.112
H 0.026 3.574 -1.247
C -4.721 3.544 -2.838
Se -1.472 3.359 -3.601
H -0.832 1.833 -0.159
H 3.983 0.541 0.432
O -5.972 3.494 -3.483
C 0.203 3.541 -0.172
C 1.580 4.137 0.100
H -0.617 1.057 1.876
H 3.869 3.382 1.538
C 0.944 -3.638 3.489
H 2.843 -1.940 -0.214
H 3.002 -3.647 2.901
C -4.160 1.360 -3.979
K -0.069 -0.741 -0.710
C 3.580 1.245 1.163
H -2.864 -4.638 1.214
C 3.975 2.662 0.727
O -4.110 2.146 -5.151
O 0.626 -1.436 1.383
H 1.335 1.054 3.129
H -5.127 0.849 -3.998
H 2.272 -2.049 3.006
H -2.570 -5.214 3.492
H -2.453 -2.921 1.125
C 3.157 -1.496 -1.146
C 4.645 -1.304 -2.992
Se -4.099 -0.370 -1.141
H 2.709 -2.922 4.493
H 1.141 -4.462 5.453
H -3.379 0.589 -3.989
H -1.548 -4.957 6.604
C -2.587 2.396 -2.291
C 0.494 -4.354 4.590
H -3.265 2.627 -5.100
H -2.100 1.436 -2.122
C -0.770 -4.925 4.607
C 3.803 -0.333 -3.503
H 2.014 2.010 -2.886
N 0.013 2.185 0.269
H -4.896 3.984 -1.852
C -1.153 -4.075 2.371
H -2.131 -6.267 5.577
H 1.880 2.631 2.530
H 1.795 4.188 1.164
C 2.652 0.004 -2.787
C 4.317 -1.907 -1.786
H 4.073 1.049 2.144
H 5.538 -1.600 -3.531
H -4.652 2.003 -0.615
C -2.040 -3.929 1.178
C -4.736 1.435 -1.547
C -4.034 2.175 -2.679
C 0.117 -3.503 2.377
C 2.316 -3.026 3.481
H -5.794 1.322 -1.795
C -1.260 -5.663 5.823
H -2.538 2.994 -1.377
H -0.144 1.519 -3.186
H -0.515 4.241 0.308
N 2.356 -0.569 -1.633
C -1.580 -4.776 3.491
H 4.937 -2.682 -1.357
H -5.784 3.072 -4.335
C -0.023 1.955 1.695
C 0.558 -2.665 1.178
N 2.162 1.084 1.172
H 1.764 1.096 -4.393
H -0.484 -6.314 6.225
H 5.012 2.678 0.389
H -0.479 2.799 2.252
*
```

The molar mass comes out at 717.73 g mol⁻¹. The calculation puts the total energy at -7395.59535 hartree. The calculation puts the LUMO energy at 3.762 eV. The HOMO energy is -0.028 Ha. As for the frontier orbital gap: 4.522 eV. The relative energy (zero: lowest compared OMol25 entry of this formula, charge and spin) comes out at 0.0706 eV.

Formula: C54H51AsCoN2O11P4S
Source: the Open Molecules 2025 dataset
Level of theory: ωB97M-V/def2-TZVPD

Structure (ORCA input):
```
! RIJCOSX wB97M-V def2-TZVPD def2/J DEFGRID3
* xyz 0 2
H -3.818 -6.384 3.012
H 1.608 3.460 0.948
H 3.268 7.711 -1.483
H -1.126 3.352 4.210
H -4.102 -4.118 -0.598
O 1.707 -2.214 -2.663
O 3.023 -4.417 0.336
C -3.636 -4.295 0.359
C 2.125 2.046 -1.275
H -2.618 2.391 -4.935
C 0.037 -6.115 -0.450
C -2.564 -2.097 -4.231
H 1.768 9.658 -1.281
H -1.199 0.263 1.261
H 0.824 3.762 -1.056
C -3.935 -1.968 -4.329
H -2.882 0.433 -1.195
O -1.233 -4.290 -1.341
H -1.491 -7.071 -1.611
N 0.426 -1.919 -2.232
H 4.129 0.126 3.572
H 2.612 1.515 -2.098
H -1.973 -2.149 -5.134
C -1.288 1.742 2.802
H 2.408 -7.676 1.407
O 2.681 0.534 1.229
C -0.746 2.920 3.295
C 1.364 8.691 -1.546
C -1.912 -2.133 -2.992
C -0.155 0.900 -3.177
P 1.823 -1.444 2.924
H 5.489 -0.729 2.809
P 0.774 0.932 -0.597
C -0.502 7.307 -2.115
C 3.596 -1.595 2.351
C 0.915 -8.653 0.196
H -1.561 7.189 -2.300
C -3.106 -0.814 0.528
C -0.639 -7.210 -0.965
C -4.616 0.024 2.202
H 4.723 5.071 3.591
C 1.127 -6.301 0.380
H -5.104 -0.091 3.159
C 0.002 8.545 -1.760
C 1.575 -7.554 0.734
C -3.734 -0.950 1.760
C -2.692 -2.060 -1.831
O 0.714 -1.492 1.919
H 2.769 6.407 2.896
C 2.837 5.743 0.868
C -0.946 1.234 -4.259
As 2.961 4.821 -1.965
O 1.677 -0.096 3.772
H 3.734 -3.380 1.534
C 5.047 4.253 1.639
H 0.703 0.259 -3.316
N 0.581 -3.845 -0.072
H -0.659 9.394 -1.652
H -3.542 -1.822 2.366
C -0.172 -8.478 -0.647
C -2.262 2.646 -2.841
H 0.755 4.416 3.002
C -1.936 -3.777 1.976
H -1.876 -5.031 3.710
C 4.521 -0.849 3.296
C 4.382 5.036 2.567
C 1.699 6.332 -1.955
C -2.572 -3.502 0.768
C 0.298 3.519 2.611
Co 0.458 -1.687 -0.165
H 3.298 1.153 1.625
O 1.483 -4.448 2.225
C -1.481 2.298 -1.750
H -0.657 -9.342 -1.072
H -4.429 2.169 -0.398
O 4.848 -0.326 0.160
H -5.779 -1.838 -3.226
C -0.810 1.203 1.622
C 0.777 2.974 1.431
C -4.076 -1.973 -1.946
O 1.622 -2.536 4.044
H -4.677 -1.909 -1.051
C 2.202 7.597 -1.655
C -3.373 0.321 -0.237
C 0.203 1.825 0.897
C -4.877 1.145 1.432
H 1.975 6.332 0.576
H -1.687 2.715 -0.774
O 3.995 -2.928 2.358
H -3.085 3.334 -2.720
C -2.006 2.111 -4.091
C -3.459 -5.584 2.381
C 3.498 4.964 -0.075
H -0.736 0.823 -5.235
H 5.910 3.674 1.935
H 5.145 3.635 -0.408
C -0.271 -4.670 -0.674
C 4.610 4.228 0.326
H -4.912 -5.936 0.848
C -4.244 1.294 0.209
C -0.425 1.410 -1.908
H 1.619 -3.401 3.600
P -1.937 -2.063 -0.168
H 0.940 0.424 3.438
P 3.559 -0.782 0.691
C 1.585 3.391 -1.745
S 1.688 -4.654 0.809
H 2.317 -1.972 -1.926
H 2.878 2.165 -0.495
H -1.087 -3.181 2.277
C 3.282 5.784 2.177
C -0.476 -2.324 -3.046
C -4.078 -5.328 1.168
H -2.087 1.244 3.331
H -0.132 -2.830 -3.950
C -2.377 -4.817 2.778
H 1.102 3.275 -2.718
H -4.415 -1.904 -5.294
H -0.078 5.255 -2.500
O 2.606 -1.520 -0.219
H 1.252 -9.652 0.432
H 4.647 -1.445 4.199
H -5.570 1.898 1.779
C -4.702 -1.923 -3.177
C 0.340 6.212 -2.216
*
```

The molar mass comes out at 1193.82 g mol⁻¹. The calculation puts the total energy at -8407.90855 hartree. The calculation puts the LUMO energy (alpha / beta) at -0.498 / -0.237 eV. As for the expectation value of S²: 0.760. The HOMO energy (alpha / beta) is -0.292 / -0.309 Ha. As for the frontier orbital gap (alpha / beta): 7.441 / 8.176 eV.

Formula: C3H7FS
Source: the Open Molecules 2025 dataset
Level of theory: ωB97M-V/def2-TZVPD

Structure (ORCA input):
```
! RIJCOSX wB97M-V def2-TZVPD def2/J DEFGRID3
* xyz 0 1
H -1.960 0.118 0.394
C -0.253 0.092 -0.889
H 1.574 -1.298 -0.307
H -1.739 1.668 -0.407
C -1.188 0.819 0.007
H -0.537 1.088 0.929
H 0.594 0.699 -1.396
H -0.738 -0.549 -1.570
C 0.698 -1.116 0.227
F 2.294 0.699 1.061
H 0.138 -1.967 0.280
S 1.117 -0.254 1.673
*
```

The molar mass comes out at 94.15 g mol⁻¹. The calculation puts the total energy at -616.47151 hartree. The calculation puts the LUMO energy at 0.559 eV. The SMILES is CCCSF. The HOMO energy is -0.318 Ha. As for the frontier orbital gap: 9.211 eV. The relative energy (zero: lowest compared OMol25 entry of this formula, charge and spin) comes out at 1.9393 eV.

Formula: C10H16K2N3O3
Source: the Open Molecules 2025 dataset
Level of theory: ωB97M-V/def2-TZVPD

Structure (ORCA input):
```
! RIJCOSX wB97M-V def2-TZVPD def2/J DEFGRID3
* xyz 1 1
H -3.360 2.044 1.553
C -2.474 -0.853 2.227
H 1.478 2.656 -5.337
O 0.554 -1.781 4.668
H 1.121 -0.685 -1.555
H 1.209 -0.159 2.473
C 2.015 0.716 -2.684
K -2.483 -0.408 -0.491
C 1.310 -1.245 2.480
H 2.282 -1.708 2.648
H 0.679 -1.819 -0.261
H 0.475 -0.163 0.085
H 2.459 2.411 -1.301
H 2.118 -0.168 -2.072
C 1.521 0.780 -4.000
H 1.952 3.868 -3.299
C 0.423 -0.874 -0.740
H -0.755 1.721 1.385
C -1.250 -0.416 1.770
C 1.595 2.115 -4.409
C -1.483 0.937 1.529
O -0.414 -2.712 2.958
N -2.847 1.188 1.709
K -0.999 -3.096 -1.680
H -0.311 -0.939 1.666
C -3.475 0.037 2.097
N 0.378 -1.945 3.432
C 2.196 1.985 -2.258
H 0.979 -1.487 1.470
N 1.847 2.864 -3.270
H -2.474 -1.811 2.725
H 1.219 -0.108 -4.534
O -0.941 -1.024 -1.227
H -4.545 0.080 2.242
*
```

The molar mass comes out at 304.45 g mol⁻¹. The calculation puts the total energy at -1979.99879 hartree. The calculation puts the LUMO energy at -3.322 eV. The HOMO energy is -0.387 Ha. As for the frontier orbital gap: 7.206 eV. The relative energy (zero: lowest compared OMol25 entry of this formula, charge and spin) comes out at 5.0352 eV.